(1)
A cluster of 2 separate species, C6H11Cl in total at a distorted geometry. Source: the OMol25 dataset; level of theory: ωB97M-V/def2-TZVPD.

Total charge: 0
Largest force on an atom, hartree/bohr: 0.133
Multiplicity: 1
HOMO, eV: -9.06
Energy relative to the best compared isomer or geometry (same formula, charge and spin), kcal per mole: 78.3
HOMO-LUMO gap, eV: 10.0
LUMO, hartree: 0.0329

```
18
Properties=species:S:1:pos:R:3:mulliken_charge:R:1
C 1.741 -0.951 -1.402 -0.808
C 1.394 -0.646 -0.183 0.472
C 2.276 -0.170 0.952 -1.326
C -2.633 1.004 0.017 -1.204
C -1.112 0.669 -0.178 -0.282
C -0.578 -0.610 0.420 -0.231
Cl -1.315 -1.880 -0.501 -0.191
H 0.977 -1.405 -1.961 0.309
H 2.798 -0.672 -1.696 0.246
H 1.627 0.404 1.514 0.334
H 3.260 0.314 0.674 0.361
H 2.466 -1.005 1.472 0.389
H -3.238 0.356 -0.438 0.414
H -2.860 2.073 -0.297 0.321
H -2.884 1.101 1.128 0.297
H -1.143 0.696 -1.321 0.233
H -0.386 1.355 0.251 0.280
H -0.388 -0.633 1.548 0.386
```

(2)
A cluster of 2 separate species, C6H11Cl2O2Si in total at a distorted geometry. Source: the OMol25 dataset; level of theory: ωB97M-V/def2-TZVPD.

Total charge: -1
Largest force on an atom, hartree/bohr: 0.079
Multiplicity: 1
HOMO, eV: -2.69
Energy relative to the best compared isomer or geometry (same formula, charge and spin), kcal per mole: 36.4
HOMO-LUMO gap, eV: 5.8
LUMO, hartree: 0.1152

```
22
Properties=species:S:1:pos:R:3:mulliken_charge:R:1
C -3.030 -0.108 -2.651 0.750
C 1.424 0.944 1.681 -1.474
C -0.719 -0.506 2.009 -1.533
C -0.319 1.205 -0.820 -1.424
C 0.549 -0.217 1.176 0.317
C 0.210 -0.202 -0.264 0.790
O -2.613 0.645 -3.384 -0.341
O -3.562 -0.884 -1.983 -0.401
Si 1.362 -1.029 -1.263 0.218
Cl 0.407 -1.360 -3.109 -0.376
Cl 1.827 -3.036 -0.300 -0.435
H 2.485 0.953 1.377 0.266
H 0.872 1.866 1.476 0.373
H 1.389 0.844 2.858 0.312
H -1.171 -1.430 1.711 0.385
H -0.281 -0.767 2.977 0.437
H -1.359 0.455 2.100 0.233
H -0.389 1.092 -1.974 0.236
H -1.312 1.332 -0.492 0.284
H 0.394 1.988 -0.599 0.374
H 1.170 -1.048 1.392 0.255
H 2.665 -0.735 -1.920 -0.245
```

(3)
A cluster of 2 separate species, C6H11Cl3N3 in total at a distorted geometry. Source: the OMol25 dataset; level of theory: ωB97M-V/def2-TZVPD.

Total charge: +1
Largest force on an atom, hartree/bohr: 0.095
Multiplicity: 1
HOMO, eV: -13.32
Energy relative to the best compared isomer or geometry (same formula, charge and spin), kcal per mole: 4.2
HOMO-LUMO gap, eV: 10.5
LUMO, hartree: -0.1051

```
23
Properties=species:S:1:pos:R:3:mulliken_charge:R:1
C 0.852 -1.673 -0.946 -0.479
C 0.758 -2.037 0.505 -0.399
C 1.282 1.700 0.849 -0.194
C 0.891 2.246 -0.431 -0.405
C -0.751 -0.336 0.000 -0.781
C -2.244 0.049 -0.019 0.578
N -0.162 -0.728 -1.157 0.077
N -0.277 -1.081 1.011 0.084
N -0.138 1.534 0.314 -0.113
Cl -3.079 -1.510 -0.229 -0.089
Cl -2.715 0.722 1.617 -0.109
Cl -2.515 1.163 -1.351 -0.070
H 1.820 -1.426 -1.361 0.325
H 0.801 -2.648 -1.639 0.293
H 0.504 -3.184 0.673 0.271
H 1.759 -1.853 1.030 0.247
H 1.630 0.695 0.868 0.092
H 1.328 2.278 1.763 0.285
H 0.725 3.240 -0.521 0.321
H 1.176 1.810 -1.445 0.142
H -0.319 -0.443 -2.156 0.297
H -0.466 -0.739 1.997 0.316
H -0.860 2.220 0.630 0.310
```

(4)
A cluster of 2 separate species, C6H11Cl3O3 in total. Source: the OMol25 dataset; level of theory: ωB97M-V/def2-TZVPD.

Total charge: 0
Largest force on an atom, hartree/bohr: 0.015
Multiplicity: 1
HOMO, eV: -10.33
SMILES: COC(=O)C[C@@H](C)O.ClC(Cl)Cl
HOMO-LUMO gap, eV: 10.8
LUMO, hartree: 0.0178

```
23
Properties=species:S:1:pos:R:3:mulliken_charge:R:1
C 2.700 0.879 1.215 -0.690
O 2.083 -0.190 0.489 -0.243
C 1.359 -1.049 1.234 0.534
O 1.815 -1.590 2.213 -0.581
C -0.034 -1.358 0.728 -0.674
C -0.990 -0.193 0.367 0.598
C -1.832 0.262 1.558 -1.623
O -0.337 0.915 -0.246 -0.523
H 2.625 1.771 0.595 0.229
H 3.749 0.639 1.416 0.292
H 2.202 1.037 2.177 0.324
H -0.496 -1.922 1.543 0.291
H 0.046 -2.051 -0.118 0.388
H -1.690 -0.581 -0.385 0.143
H -2.658 0.882 1.193 0.410
H -2.275 -0.604 2.053 0.403
H -1.229 0.832 2.273 0.438
H -0.414 1.683 0.331 0.300
Cl -0.337 1.406 -4.738 -0.138
C -0.894 0.159 -3.623 0.655
Cl -2.654 0.012 -3.677 -0.142
Cl -0.129 -1.391 -3.979 -0.137
H -0.609 0.453 -2.619 -0.255
```

(5)
A structure of composition C6H11ClCrN3Pd at a distorted geometry. Source: the OMol25 dataset; level of theory: ωB97M-V/def2-TZVPD.

Total charge: 0
Largest force on an atom, hartree/bohr: 0.047
Multiplicity: 8
HOMO (spin up / spin down), eV: -8.67 / -8.94
Energy relative to the best compared isomer or geometry (same formula, charge and spin), kcal per mole: 0.0
HOMO-LUMO gap (spin up / spin down), eV: 8.1 / 4.5
LUMO (spin up / spin down), hartree: -0.0217 / -0.1627

```
23
Properties=species:S:1:pos:R:3:mulliken_spin:R:1
Cr -0.591 0.935 -0.182 3.932
Cl -1.916 2.737 -0.612 0.026
C -1.642 -1.118 0.571 0.026
H -1.901 -1.511 1.555 0.020
H -2.282 -1.682 -0.106 0.001
H -2.042 -0.068 0.571 -0.033
Pd 0.778 -0.742 -1.569 1.619
C 2.452 0.265 -2.062 0.382
C -0.792 -0.320 -2.785 0.411
C -0.173 -1.354 0.201 0.387
H -1.422 -1.223 -2.775 0.004
H -1.384 0.573 -2.511 -0.027
H -0.322 -0.211 -3.775 0.041
H 3.285 -0.351 -1.688 0.028
H 2.450 0.352 -3.161 0.035
H 2.408 1.246 -1.564 0.051
H -0.092 -2.380 -0.193 -0.017
H 0.522 -1.268 1.042 0.014
N 0.331 1.161 1.525 -0.045
C 0.601 1.098 2.676 0.106
N 1.085 0.954 3.837 0.036
C 0.530 1.308 4.973 -0.008
N 0.117 1.598 6.031 0.014
```

(6)
A cluster of 2 separate species, C6H11ClN2 in total at a distorted geometry. Source: the OMol25 dataset; level of theory: ωB97M-V/def2-TZVPD.

Total charge: 0
Largest force on an atom, hartree/bohr: 0.079
Multiplicity: 1
HOMO, eV: -5.22
Energy relative to the best compared isomer or geometry (same formula, charge and spin), kcal per mole: 56.8
HOMO-LUMO gap, eV: 3.7
LUMO, hartree: -0.0550

```
20
Properties=species:S:1:pos:R:3:mulliken_charge:R:1
C -1.852 -2.236 -1.713 -0.934
C -0.351 -2.052 -1.216 -0.671
N -0.101 -0.939 -0.291 0.180
C -0.329 -0.992 1.073 -0.322
C 0.046 0.205 1.663 -0.411
N 0.358 1.049 0.690 0.061
C 0.254 0.397 -0.521 -0.077
C 0.709 2.530 0.861 -0.763
H -2.156 -3.126 -2.264 0.351
H -2.067 -1.441 -2.426 0.301
H -2.468 -2.082 -0.827 0.312
H 0.406 -2.022 -2.000 0.427
H -0.107 -2.923 -0.607 0.330
H -0.766 -1.872 1.521 0.405
H 0.075 0.505 2.700 0.452
H 0.352 0.776 -1.527 0.378
H 0.033 3.013 1.566 0.332
H 0.634 2.952 -0.141 0.252
H 1.681 2.581 1.352 0.389
Cl 5.646 5.676 2.109 -0.995
```

(7)
The ion C6H11ClN3O with charge +1 at a distorted geometry. Source: the OMol25 dataset; level of theory: ωB97M-V/def2-TZVPD.

Total charge: +1
Largest force on an atom, hartree/bohr: 0.089
Multiplicity: 1
HOMO, eV: -14.15
SMILES: CCO[C@H]1C(Cl)=NC=[NH+][C@@H]1N
Energy relative to the best compared isomer or geometry (same formula, charge and spin), kcal per mole: 36.2
HOMO-LUMO gap, eV: 8.8
LUMO, hartree: -0.1981

```
22
Properties=species:S:1:pos:R:3:mulliken_charge:R:1
C -0.149 -1.484 -2.869 -1.165
C -0.125 -0.219 -2.072 -0.157
O -0.284 -0.663 -0.686 -0.306
C -0.695 0.339 0.151 -0.191
C -1.326 -0.416 1.345 0.417
Cl -2.987 -0.282 1.585 -0.041
N -0.557 -1.175 2.075 -0.387
C 0.745 -1.006 2.189 -0.079
N 1.285 0.070 1.689 -0.106
C 0.509 1.092 0.775 -0.111
N 0.204 2.357 1.383 -0.447
H 0.885 -1.962 -2.984 0.293
H -0.813 -2.208 -2.381 0.303
H -0.264 -1.396 -3.967 0.375
H -0.976 0.405 -2.266 0.351
H 0.903 0.227 -2.105 0.236
H -1.459 1.148 -0.251 0.492
H 1.351 -1.678 2.623 0.542
H 2.046 0.427 2.169 0.211
H 1.191 1.168 -0.029 0.330
H -0.450 2.313 2.092 0.190
H 0.966 2.946 1.536 0.250
```

(8)
The ion C6H11ClNO2 with charge -1. Source: the OMol25 dataset; level of theory: ωB97M-V/def2-TZVPD.

Total charge: -1
Largest force on an atom, hartree/bohr: 0.019
Multiplicity: 1
HOMO, eV: -4.20
SMILES: CC[C@H](Cl)[C@@H](NC)C(=O)[O-]
HOMO-LUMO gap, eV: 7.6
LUMO, hartree: 0.1268

```
21
Properties=species:S:1:pos:R:3:mulliken_charge:R:1
C -1.669 -2.040 -0.133 -1.245
C -1.866 -0.542 0.020 -0.624
C -0.584 0.113 0.585 -0.062
Cl -1.010 1.218 1.946 -0.256
C 0.206 0.798 -0.512 -0.060
N 1.120 1.846 -0.035 -0.485
C 2.102 1.382 0.964 -0.888
C 0.862 -0.286 -1.403 0.401
O 1.961 -0.775 -1.037 -0.715
O 0.194 -0.580 -2.421 -0.725
H -1.434 -2.485 0.830 0.318
H -2.579 -2.513 -0.489 0.388
H -0.859 -2.236 -0.823 0.291
H -2.641 -0.374 0.756 0.450
H -2.084 -0.058 -0.921 0.283
H 0.019 -0.697 0.974 0.398
H -0.519 1.292 -1.151 0.278
H 1.664 2.090 -0.850 0.363
H 1.996 0.339 1.226 0.247
H 3.118 1.518 0.613 0.361
H 2.003 1.991 1.862 0.281
```

(9)
A cluster of 2 separate species, C6H11ClNO2 in total at a distorted geometry. Source: the OMol25 dataset; level of theory: ωB97M-V/def2-TZVPD.

Total charge: +1
Largest force on an atom, hartree/bohr: 0.121
Multiplicity: 1
HOMO (spin up / spin down), eV: -12.87 / -12.87
Energy relative to the best compared isomer or geometry (same formula, charge and spin), kcal per mole: 52.9
HOMO-LUMO gap (spin up / spin down), eV: 7.0 / 7.1
LUMO (spin up / spin down), hartree: -0.2138 / -0.2137

```
21
Properties=species:S:1:pos:R:3:mulliken_charge:R:1
C -1.970 -2.163 -0.680 0.768
C 0.031 0.363 -1.198 -0.585
C 0.602 -0.730 0.920 -0.579
C 1.237 1.269 -1.127 -0.543
C 1.733 0.303 1.022 -0.642
C -1.516 0.576 0.709 -1.102
N -0.514 -0.244 0.069 0.312
O -1.948 -1.973 -1.844 -0.207
O 2.249 0.529 -0.249 -0.374
Cl -2.449 -2.929 0.602 0.101
H -0.785 0.919 -1.725 0.381
H 0.598 -0.377 -1.808 0.323
H 0.935 -1.715 0.422 0.293
H 0.227 -0.885 1.985 0.361
H 1.854 1.295 -2.159 0.280
H 1.051 2.285 -0.728 0.316
H 1.427 1.159 1.532 0.388
H 2.511 -0.202 1.583 0.392
H -2.459 0.665 0.153 0.337
H -1.673 0.210 1.683 0.419
H -1.142 1.643 0.839 0.358
```

(10)
An isolated molecule of C6H11ClNP at a distorted geometry. Source: the OMol25 dataset; level of theory: ωB97M-V/def2-TZVPD.

Total charge: 0
Largest force on an atom, hartree/bohr: 0.054
Multiplicity: 1
HOMO, eV: -6.97
SMILES: C=C/C(C)=C/C=[P@@H](N)Cl
Energy relative to the best compared isomer or geometry (same formula, charge and spin), kcal per mole: 0.0
HOMO-LUMO gap, eV: 7.6
LUMO, hartree: 0.0223

```
20
Properties=species:S:1:pos:R:3:mulliken_charge:R:1
C -1.947 -2.733 -1.404 -0.767
C -1.510 -1.822 -0.529 -0.267
C -0.277 -1.018 -0.558 0.870
C 0.815 -1.629 -1.506 -1.230
C -0.320 0.121 0.186 -0.315
C 0.752 0.965 0.601 -0.401
P 0.379 2.443 1.290 0.284
N 1.532 3.263 2.230 -0.579
Cl -0.207 4.019 0.111 -0.256
H -3.008 -3.105 -1.487 0.219
H -1.329 -3.308 -2.051 0.263
H -2.196 -1.367 0.219 0.167
H 1.172 -2.661 -1.276 0.321
H 0.452 -1.696 -2.512 0.331
H 1.768 -1.062 -1.614 0.310
H -1.254 0.208 0.680 0.119
H 1.876 0.860 0.382 0.251
H -0.732 2.311 2.370 0.122
H 2.363 3.499 1.763 0.264
H 1.674 2.713 3.105 0.294
```

(11)
An isolated molecule of C6H11ClOSi at a distorted geometry. Source: the OMol25 dataset; level of theory: ωB97M-V/def2-TZVPD.

Total charge: 0
Largest force on an atom, hartree/bohr: 0.077
Multiplicity: 1
HOMO, eV: -8.77
SMILES: C=C(Cl)[Si](C)(C)C(C)=O
Energy relative to the best compared isomer or geometry (same formula, charge and spin), kcal per mole: 45.9
HOMO-LUMO gap, eV: 9.0
LUMO, hartree: 0.0080

```
20
Properties=species:S:1:pos:R:3:mulliken_charge:R:1
C -2.433 -1.191 -1.521 -0.645
C -1.964 0.016 -1.280 0.136
Cl -2.752 1.508 -1.533 -0.180
Si -0.081 -0.051 -0.256 0.553
C -0.661 -1.264 1.015 -1.136
C 0.254 1.826 0.241 -1.055
C 1.995 -0.662 -0.565 0.580
C 2.844 0.457 -1.057 -1.020
O 2.228 -1.845 -0.438 -0.510
H -3.537 -1.388 -1.871 0.192
H -1.864 -2.095 -1.428 0.268
H -1.767 -1.210 1.171 0.333
H -0.538 -2.345 0.641 0.272
H -0.249 -1.185 1.965 0.455
H -0.497 2.555 0.553 0.396
H 1.061 1.693 1.008 0.277
H 0.823 2.252 -0.678 0.244
H 3.877 0.138 -1.125 0.352
H 2.417 1.075 -1.910 0.244
H 2.846 1.101 -0.124 0.244
```

(12)
A structure of composition C6H11CoO4 at a distorted geometry. Source: the OMol25 dataset; level of theory: ωB97M-V/def2-TZVPD.

Total charge: +1
Largest force on an atom, hartree/bohr: 0.032
Multiplicity: 4
HOMO (spin up / spin down), eV: -12.57 / -13.24
HOMO-LUMO gap (spin up / spin down), eV: 8.5 / 9.1
LUMO (spin up / spin down), hartree: -0.1510 / -0.1531

```
22
Properties=species:S:1:pos:R:3:mulliken_spin:R:1
O 1.203 -1.178 -0.661 0.021
C 2.012 -0.003 -0.757 0.004
C 1.176 1.180 -0.327 0.000
O -0.097 1.100 -0.960 0.035
C -1.155 1.800 -0.296 -0.001
C -2.050 0.859 0.492 0.007
O -2.115 -0.404 -0.118 0.091
Co -0.697 -0.829 -1.411 2.617
H 2.322 0.078 -1.806 -0.002
H 2.912 -0.088 -0.135 0.002
H 1.675 2.123 -0.590 0.003
H 1.025 1.137 0.762 -0.001
H -1.721 2.329 -1.074 -0.001
H -0.740 2.562 0.379 0.000
H -3.066 1.287 0.518 0.003
H -1.679 0.758 1.524 0.001
C -1.219 -1.950 0.338 0.200
O -0.125 -1.754 1.142 0.003
C 1.133 -1.927 0.533 -0.009
H -1.964 -2.492 0.937 0.021
H 1.883 -1.613 1.269 0.001
H 1.286 -2.974 0.242 0.004
```

E_tot, record by record: -18919.16723, -43420.73559, -48429.07296, -50109.59566, -55287.86694, -21900.02479, -25431.98990, -24509.64549, -24497.10848, -29699.50431, -28845.53955, -52206.71154 eV